This record from the Open Molecules 2025 dataset describes a structure of composition C4H13BF4N3S3SbTi. The level of theory is wB97M-V/def2-TZVPD.

Summary:
HOMO energy (spin up / spin down) = -7.5 / -7.5 eV
net charge = 0
Kohn-Sham gap (spin up / spin down) = 6.727 / 6.729 eV
molar mass = 455.801 u

Element x y z (Å)
Ti1 0.8210 0.5380 -0.2424
N1 0.8131 1.5571 1.2047
C1 0.9144 0.4262 2.4231
C2 -0.3031 -0.7252 2.1248
N2 -0.0146 -1.1514 0.5773
C3 -1.3969 -1.2936 -0.1535
C4 -1.1847 -1.3217 -1.7374
N3 -1.0142 0.1795 -2.1019
H1 -0.1417 2.0871 1.5415
H2 1.7372 1.9208 1.7319
H3 1.5864 -0.7092 2.1901
H4 0.4492 0.5094 3.3716
H5 -0.6175 -1.4322 2.7257
H6 -1.7435 -0.2454 2.1026
H7 0.6999 -1.9143 0.1695
H8 -1.7712 -2.6309 0.2513
H9 -2.3357 -0.9736 0.2730
H10 -0.5402 -2.3726 -2.1334
H11 -2.0557 -2.2566 -2.1263
H12 -0.3662 0.1952 -3.0813
H13 -1.9079 0.5007 -2.0247
S1 2.2864 -3.0145 0.4879
Sb1 3.4205 -1.6803 -0.8493
S2 1.7639 -0.5015 -2.3424
S3 2.8642 0.6182 0.1201
F1 -1.0068 3.2557 -2.2745
B1 -0.3013 2.9413 -0.9592
F2 -1.0969 1.5801 -0.1318
F3 -0.5963 3.8256 0.2882
F4 1.0382 2.0881 -1.4254